{
  "formula": "Cl3KO14V",
  "method": "ωB97M-V with the def2-TZVPD basis set",
  "species": ["O", "V", "O", "K", "Cl", "O", "O", "O", "O", "Cl", "O", "O", "O", "O", "Cl", "O", "O", "O", "O"],
  "xyz": [[-4.000868, 0.324966, -1.450179], [-3.162148, 1.392656, -0.754819], [-1.714698, 0.937086, -0.166789], [0.381562, -0.600444, 0.420281], [2.263412, 2.485546, -0.566789], [2.174042, 1.182256, -1.119849], [1.474552, 3.425986, -1.280909], [1.791902, 2.542206, 0.800281], [3.635032, 3.000596, -0.490059], [0.963392, -3.799864, -2.309089], [0.382522, -3.237834, -3.525229], [1.136062, -2.980504, -1.149399], [0.140042, -5.014054, -2.225949], [2.270782, -4.161234, -2.397329], [-1.573298, 0.959236, 3.286771], [-0.192728, 0.958186, 2.774771], [-2.583008, 1.829996, 2.570241], [-1.801488, -0.347894, 2.892971], [-1.585068, 1.103116, 4.691081]],
  "forces_ev_per_angstrom": [[0.232, -1.244, -0.286], [3.779, 1.379, 3.315], [-3.628, 0.133, -2.199], [0.589, 0.473, 0.518], [2.412, 4.465, 3.421], [-0.296, -2.082, -0.717], [-1.098, 0.173, -1.843], [-0.723, -1.638, 0.176], [-0.822, -1.437, -1.141], [1.183, 1.526, 1.426], [-0.164, 0.006, 1.140], [-4.576, 1.552, 0.681], [-0.892, 0.295, 0.353], [4.418, -3.309, -3.561], [2.903, -0.224, -1.750], [0.420, 3.913, 0.138], [1.313, -0.132, 0.718], [-4.272, -5.069, -0.640], [-0.777, 1.219, 0.252]],
  "nbo_charge": [-0.39, 1.71, -0.44, 0.97, 2.55, -0.91, -0.88, -0.88, -0.85, 2.49, -0.54, -0.77, -0.45, -0.72, 2.53, -0.87, -0.87, -0.92, -0.77],
  "s_squared": 0.762,
  "spin_multiplicity": 2,
  "lumo_ev": [-5.7, -6.2],
  "e_homo_ev": [-8.483, -8.483],
  "total_charge": 0,
  "orbital_gap_ha": [0.1013, 0.0821]
}

=====

{
  "formula": "H2P2S6",
  "method": "ωB97M-V with the def2-TZVPD basis set",
  "species": ["P", "P", "S", "S", "S", "S", "S", "S", "H", "H"],
  "xyz": [[0.507028, 1.616890, -0.308035], [0.637121, -1.528426, 0.045015], [1.815113, 3.159843, 0.141474], [0.862770, -3.169677, 1.140849], [0.977579, 0.121546, 1.235104], [1.776650, -1.564308, -1.583046], [-1.378940, 2.447930, 0.064923], [-1.418059, -1.466872, -0.485506], [-2.013630, 1.988048, -1.044946], [-1.765632, -1.604972, 0.794170]],
  "forces_ev_per_angstrom": [[1.257, 0.897, 0.528], [-0.711, -0.391, -0.436], [-0.942, -1.301, -0.326], [0.590, 0.190, -0.327], [-0.180, 0.851, -0.117], [-0.335, -0.340, 0.600], [-0.386, -0.028, -0.047], [0.458, 0.173, -0.452], [0.387, -0.102, 0.333], [-0.137, 0.052, 0.245]],
  "nbo_charge": [0.44, 0.67, -0.19, -0.24, -0.25, -0.26, -0.24, -0.25, 0.16, 0.15],
  "spin_multiplicity": 1,
  "lumo_ev": [-3.0, -3.6],
  "relative_energy_kj_mol": 150.1,
  "e_homo_ev": [-9.490, -9.195],
  "total_charge": 0,
  "orbital_gap_ha": [0.2393, 0.2065]
}

=====

{
  "formula": "C25H54NO11",
  "method": "ωB97M-V with the def2-TZVPD basis set",
  "species": ["N", "H", "H", "H", "H", "O", "C", "O", "C", "C", "C", "H", "H", "H", "H", "H", "H", "H", "H", "O", "C", "O", "C", "C", "C", "H", "H", "H", "H", "H", "H", "H", "H", "O", "C", "O", "C", "C", "C", "H", "H", "H", "H", "H", "H", "H", "H", "O", "C", "O", "C", "C", "C", "H", "H", "H", "H", "H", "H", "H", "H", "C", "C", "O", "C", "H", "H", "H", "H", "H", "H", "C", "C", "O", "C", "H", "H", "H", "H", "H", "H", "C", "C", "O", "C", "H", "H", "H", "H", "H", "H"],
  "xyz": [[14.920000, 37.561000, 43.673000], [14.432000, 36.969000, 44.275000], [15.408000, 38.238000, 44.158000], [14.561000, 38.023000, 42.802000], [15.771000, 36.812000, 43.372000], [16.001000, 35.992000, 45.832000], [17.146000, 35.805000, 46.381000], [17.854000, 36.686000, 47.119000], [17.198000, 37.915000, 47.486000], [18.269000, 38.669000, 48.298000], [17.882000, 34.478000, 46.270000], [16.485000, 37.424000, 48.015000], [16.715000, 38.778000, 46.827000], [17.703000, 39.547000, 48.973000], [18.875000, 39.344000, 47.465000], [18.889000, 37.969000, 48.764000], [18.377000, 34.235000, 45.208000], [17.252000, 33.608000, 46.471000], [18.680000, 34.463000, 46.999000], [13.684000, 34.683000, 42.946000], [12.729000, 33.966000, 43.416000], [12.206000, 32.946000, 42.848000], [12.743000, 32.517000, 41.575000], [12.306000, 31.107000, 41.305000], [12.098000, 34.258000, 44.789000], [13.806000, 32.700000, 41.622000], [12.428000, 33.426000, 41.035000], [12.511000, 30.593000, 42.310000], [13.072000, 30.749000, 40.703000], [11.351000, 30.806000, 41.042000], [12.091000, 33.409000, 45.276000], [11.171000, 34.637000, 44.597000], [12.705000, 34.794000, 45.487000], [15.172000, 40.350000, 42.008000], [15.298000, 40.429000, 40.774000], [14.196000, 40.599000, 39.918000], [12.919000, 40.313000, 40.452000], [11.904000, 40.309000, 39.320000], [16.620000, 40.855000, 40.072000], [12.760000, 41.033000, 41.164000], [13.031000, 39.286000, 41.030000], [12.121000, 39.538000, 38.563000], [11.811000, 41.150000, 38.808000], [10.831000, 39.862000, 39.535000], [16.780000, 42.012000, 40.051000], [16.602000, 40.419000, 39.167000], [17.542000, 40.335000, 40.764000], [11.907000, 37.571000, 42.629000], [10.929000, 36.973000, 43.007000], [10.421000, 37.041000, 44.186000], [11.004000, 37.923000, 45.156000], [10.288000, 37.608000, 46.466000], [10.041000, 36.043000, 42.170000], [10.740000, 38.843000, 44.984000], [12.138000, 37.631000, 45.218000], [10.204000, 36.760000, 46.810000], [9.105000, 37.721000, 46.427000], [10.629000, 38.194000, 47.383000], [9.033000, 35.846000, 42.493000], [10.403000, 35.039000, 41.932000], [9.943000, 36.539000, 41.223000], [16.644000, 37.526000, 38.900000], [15.872000, 36.865000, 39.969000], [14.853000, 37.484000, 40.438000], [16.411000, 35.639000, 40.649000], [16.828000, 36.739000, 37.885000], [17.849000, 37.474000, 39.146000], [16.413000, 38.466000, 38.566000], [16.952000, 35.835000, 41.524000], [16.989000, 35.094000, 39.965000], [15.536000, 34.970000, 41.005000], [14.485000, 41.511000, 47.402000], [14.072000, 40.764000, 45.986000], [14.015000, 39.476000, 45.914000], [13.709000, 41.721000, 44.821000], [14.949000, 40.843000, 48.220000], [13.597000, 42.201000, 47.864000], [15.254000, 42.032000, 46.984000], [14.570000, 42.344000, 44.650000], [12.674000, 42.274000, 45.079000], [13.589000, 41.064000, 43.806000], [19.127000, 39.862000, 44.616000], [18.965000, 38.693000, 43.687000], [17.879000, 37.924000, 43.601000], [20.293000, 38.308000, 43.071000], [19.592000, 39.626000, 45.626000], [17.902000, 39.860000, 45.004000], [19.731000, 40.764000, 44.294000], [20.182000, 37.391000, 42.429000], [21.102000, 37.766000, 43.776000], [20.710000, 39.017000, 42.444000]],
  "forces_ev_per_angstrom": [[4.070, -2.791, -4.297], [-2.114, -0.786, 0.919], [1.207, 1.888, 1.731], [-0.541, -1.088, 0.840], [-2.769, 2.716, 0.663], [4.305, 0.056, 2.331], [-2.901, -0.315, -2.203], [-0.270, -0.519, -2.931], [1.264, 2.950, -0.197], [-1.955, 4.666, -2.146], [1.035, -0.584, -1.719], [-2.932, 0.151, 2.279], [0.932, -2.753, 0.073], [1.744, -2.678, -1.420], [-1.176, -1.874, 2.393], [1.047, -0.489, 1.249], [-1.247, 1.049, 2.191], [-0.300, 0.413, -0.051], [0.288, 0.005, 0.067], [-2.967, -2.481, 1.062], [3.759, 4.130, 0.850], [-0.642, -1.509, 0.537], [-1.007, 2.535, 0.068], [2.176, 0.336, 3.531], [2.884, 1.802, -2.786], [0.519, -0.762, 0.090], [-0.211, -1.071, -1.356], [-0.302, 0.487, -1.258], [0.932, -1.202, -1.632], [-1.875, 0.196, -0.888], [-0.985, -4.859, 2.167], [-2.594, 1.095, 0.065], [0.496, 1.406, -0.351], [0.209, -0.860, -2.711], [-1.539, 3.010, 1.286], [3.220, -0.758, 0.405], [0.093, -3.843, 0.055], [-1.615, -5.809, 1.551], [1.619, 0.376, 5.533], [-0.918, 1.816, 1.840], [-0.712, 1.901, -1.323], [0.813, 0.225, 0.204], [-0.398, 4.075, -1.860], [1.996, 1.423, 0.552], [-0.582, -2.279, 0.058], [0.358, -0.987, -3.382], [-2.581, 1.601, -2.047], [0.024, -0.048, -0.083], [-0.200, -1.073, -1.827], [-1.062, 0.369, 2.088], [2.438, -6.529, 2.619], [-2.129, 8.738, -1.105], [0.428, -0.044, -0.971], [-0.448, 5.298, -1.737], [-2.075, 1.283, -0.099], [0.656, -9.480, 2.756], [2.197, 0.895, -0.503], [-0.242, -0.176, -1.556], [-0.243, 0.458, 0.850], [0.732, 0.253, 0.267], [0.025, 0.183, -0.692], [5.271, -5.343, -2.359], [-2.975, 3.040, 2.481], [3.068, -2.124, -1.366], [-3.466, -1.166, -0.414], [-1.128, 2.191, 2.764], [-2.942, 0.396, -0.051], [-1.050, 2.010, -0.587], [1.048, 0.754, 1.160], [1.046, -0.902, -0.794], [1.190, 1.145, -0.661], [-3.296, -2.099, 0.495], [-1.172, -3.820, 1.825], [0.580, 5.367, -0.055], [-2.016, -2.383, -1.042], [-1.186, 0.683, -1.496], [2.325, -1.677, -1.418], [2.197, 2.454, -0.424], [-0.056, 0.838, 0.035], [2.648, -1.012, -0.596], [0.093, 1.565, 2.577], [-3.977, -0.121, 2.449], [-1.971, -3.994, 0.621], [5.345, 4.358, 0.388], [0.087, -5.138, 0.547], [-0.135, -0.553, -1.494], [3.300, 1.480, -1.104], [-1.444, -0.906, -0.139], [-0.494, 0.905, 0.140], [-1.857, 2.121, -0.772], [1.036, 1.793, -0.752]],
  "lowdin_charge": [0.31, 0.06, 0.04, 0.11, 0.19, 0.01, -0.44, -0.02, -0.24, -0.06, 0.01, 0.08, 0.14, 0.14, 0.09, 0.04, 0.14, 0.08, 0.07, 0.01, -0.49, 0.01, -0.19, -0.03, 0.07, 0.11, 0.13, 0.12, 0.06, 0.06, 0.03, 0.05, 0.09, 0.02, -0.45, -0.04, -0.23, -0.05, 0.02, 0.08, 0.13, 0.08, 0.01, 0.12, 0.13, -0.01, 0.15, 0.09, -0.57, 0.00, -0.16, -0.04, 0.04, 0.07, 0.15, -0.05, 0.14, 0.11, 0.08, 0.08, 0.08, -0.03, -0.44, 0.01, -0.01, 0.18, 0.15, 0.01, 0.05, 0.06, 0.11, -0.02, -0.37, -0.05, -0.04, 0.09, 0.13, 0.00, 0.06, 0.14, 0.11, -0.04, -0.40, -0.05, -0.05, 0.07, 0.15, 0.11, 0.08, 0.15, 0.05],
  "spin_multiplicity": 1,
  "lumo_ev": -2.3,
  "relative_energy_kj_mol": 31.4,
  "e_homo_ev": -12.007,
  "total_charge": 1,
  "orbital_gap_ha": 0.3585
}

=====

{
  "formula": "C5H21NO8",
  "method": "ωB97M-V with the def2-TZVPD basis set",
  "species": ["C", "N", "C", "C", "C", "C", "O", "O", "H", "H", "H", "H", "H", "H", "H", "H", "H", "O", "H", "H", "O", "H", "H", "O", "H", "H", "O", "H", "H", "O", "H", "H", "O", "H", "H"],
  "xyz": [[-0.369031, -2.722650, 1.559470], [-0.172619, -1.724920, 0.819849], [-0.013648, -0.414418, 1.424459], [1.423415, 0.082873, 1.248068], [1.630888, 1.419940, 0.557780], [0.828554, 2.543406, 1.108651], [0.786198, 2.960679, 2.238560], [-0.001985, 3.039448, 0.164288], [-0.476283, -2.791051, 2.643989], [-0.266126, -3.696520, 1.077292], [-0.714760, 0.231127, 0.881018], [-0.256449, -0.311846, 2.486493], [1.855271, 0.132062, 2.249219], [2.027652, -0.666909, 0.735765], [1.614861, 1.276286, -0.518719], [2.693180, 1.643023, 0.720186], [-0.334390, 3.903946, 0.368213], [-0.262097, 1.304025, -2.149673], [-0.757822, 1.323446, -2.997758], [-0.534460, 2.109354, -1.694468], [0.254333, -1.445651, -1.526399], [0.018360, -0.583966, -1.903315], [0.134066, -1.400194, -0.560634], [-0.564816, 0.934313, 4.178252], [-1.412533, 1.316466, 4.425881], [-0.159791, 1.714901, 3.796475], [-2.442139, -1.527527, -2.145234], [-2.139944, -0.638432, -1.935531], [-1.574986, -1.980182, -2.190504], [2.639283, -2.722564, -0.828628], [2.509443, -3.491528, -1.383097], [1.939587, -2.116176, -1.130276], [-2.238999, 0.842791, -3.960418], [-2.676037, 0.003369, -3.802816], [-2.986191, 1.453062, -3.956436]],
  "forces_ev_per_angstrom": [[0.695, -1.209, -0.587], [0.019, 0.166, 2.827], [-0.574, 0.801, -0.068], [0.283, -0.384, 0.709], [1.579, -0.684, -0.099], [-0.959, 0.141, -0.014], [0.444, -0.215, -0.046], [0.389, -0.505, -1.176], [-0.093, 0.751, 0.028], [-0.469, 0.011, -0.056], [0.087, 0.164, 0.013], [-0.277, -0.588, -0.247], [0.043, 0.085, 0.040], [-0.085, 0.020, -0.157], [-0.844, 0.417, -0.108], [-0.134, 0.338, 0.262], [-0.391, 0.740, 0.797], [-0.293, 0.233, -0.635], [0.155, -0.190, 0.514], [0.209, -0.133, 0.222], [0.523, 0.392, -2.579], [0.450, 0.049, 0.178], [-0.459, -0.591, 0.332], [-0.423, 0.366, 0.248], [-0.271, -0.390, 0.251], [0.745, 0.222, -0.343], [0.273, -0.075, -0.377], [-0.146, 0.176, 0.270], [-0.363, 0.029, 0.171], [0.075, 0.228, 0.150], [0.045, -0.221, -0.108], [-0.053, -0.080, -0.133], [-0.562, 0.478, -0.295], [0.177, -0.747, 0.132], [0.206, 0.204, -0.116]],
  "nbo_charge": [0.01, -0.42, -0.29, -0.40, -0.54, 0.82, -0.61, -0.71, 0.16, 0.17, 0.19, 0.24, 0.22, 0.24, 0.26, 0.25, 0.50, -1.00, 0.51, 0.49, -1.04, 0.49, 0.47, -0.94, 0.47, 0.48, -0.97, 0.46, 0.50, -0.98, 0.46, 0.50, -0.96, 0.50, 0.48],
  "spin_multiplicity": 1,
  "lumo_ev": 0.2,
  "smiles": "C=NCCCC(=O)O.O.O.O.O.O.O",
  "relative_energy_kj_mol": 181.5,
  "e_homo_ev": -9.989,
  "total_charge": 0,
  "orbital_gap_ha": 0.3736
}

=====

The calculation returns the following F_max values, one per record and in order: 6.66 1.64 9.89 2.83 eV/A.